# CHNOS2

A 2-piece molecular cluster, CHNOS2 overall (ωB97M-V/def2-TZVPD, the OMol25 dataset).

Orbital gap (alpha / beta) = 7.438 / 7.438 eV
Energy relative to the best compared isomer or geometry (same formula, charge and spin) = 0.212 eV
LUMO (alpha / beta) = -0.04664 / -0.04669 Ha
SMILES = O=C=S.N=S
HOMO level (alpha / beta) = -8.71 / -8.71 eV

CARTESIAN COORDINATES (ANGSTROEM)
O: -0.447 -0.752 -1.572
C: 0.217 -1.452 -0.936
S: 1.096 -2.392 -0.096
N: 0.044 1.256 0.674
S: -0.651 1.493 2.031
H: -0.258 1.847 -0.101

Löwdin population analysis, charges in e, atoms 1 to 5:
1. O 0.08
2. C -0.93
3. S 0.79
4. N -0.52
5. S 0.60